No. 1
Density functional theory data (ωB97M-V/def2-TZVPD) for C22H18BrF3N6O2S2Tl as an isolated structure in a non-equilibrium geometry.

Results
- Kohn-Sham gap: 6.61 eV
- Relative energy (zero: lowest compared OMol25 entry of this formula, charge and spin): 4.8 kcal per mole
- E_LUMO: 2.38 eV
- Highest occupied orbital energy: -0.1555 hartree
- Net charge: -1
- F_max: 1.63 eV/Å

Cartesian coordinates (Å):
1 Tl -1.16461 1.37139 -0.02146
2 N -4.84301 -4.62221 -0.38016
3 C -3.59041 -4.03471 -0.52016
4 C -2.98061 -3.41931 0.57294
5 C -1.71441 -2.88681 0.45324
6 C -1.03661 -2.97751 -0.74756
7 C -1.62701 -3.57741 -1.84406
8 C -2.90021 -4.10401 -1.73146
9 S 0.50899 -2.07261 -0.87056
10 O 1.37859 -2.67211 -1.85206
11 O 1.05309 -1.99661 0.47284
12 N -0.02191 -0.59021 -1.23456
13 C -0.48731 -0.31881 -2.43866
14 N -0.88231 0.97009 -2.62496
15 C -1.23511 1.33289 -3.83716
16 C -1.25351 0.44529 -4.90616
17 C -0.95311 -0.87261 -4.59006
18 N -0.58871 -1.26471 -3.39086
19 H -5.39811 -4.26091 0.38134
20 H -5.36201 -4.71941 -1.23936
21 H -3.51591 -3.35851 1.50974
22 H -1.22731 -2.39021 1.27874
23 H -1.08741 -3.59801 -2.77706
24 H -3.37541 -4.56891 -2.58476
25 H -1.52211 2.37279 -3.95076
26 H -1.51891 0.75239 -5.90536
27 H -1.01581 -1.65861 -5.33706
28 F 2.50749 5.75789 -1.22346
29 C 2.86349 4.68119 -1.94866
30 F 4.14389 4.94159 -2.32626
31 F 2.15859 4.74309 -3.09076
32 C 2.74719 3.38729 -1.21206
33 C 3.85989 2.60969 -0.96926
34 C 3.71249 1.40329 -0.29496
35 C 2.43759 1.02489 0.10094
36 N 1.37039 1.77529 -0.08546
37 C 1.47539 2.95529 -0.74146
38 S 0.07289 3.87169 -0.93366
39 H 4.83769 2.92889 -1.30536
40 H 4.56499 0.77629 -0.08896
41 H 2.26599 0.06759 0.57654
42 C 1.63639 -0.83531 5.11624
43 C 0.85389 0.29939 4.53384
44 C 0.44519 1.36149 5.33584
45 C -0.26301 2.41279 4.78434
46 C -0.53461 2.34169 3.42734
47 Br -1.54781 3.72249 2.60304
48 N -0.16321 1.34729 2.65114
49 C 0.51959 0.34389 3.17964
50 H 1.76049 -0.69911 6.19064
51 H 2.61969 -0.88471 4.65114
52 H 1.14239 -1.78721 4.92914
53 H 0.67319 1.36489 6.39294
54 H -0.59171 3.25239 5.37484
55 H 0.79279 -0.44441 2.48804

For reference, the natural (NBO) charges in units of e are: 0.592 -0.805 0.167 -0.271 -0.187 -0.287 -0.182 -0.274 2.326 -0.950 -1.003 -0.940 0.554 -0.521 0.108 -0.396 0.099 -0.524 0.373 0.372 0.198 0.237 0.253 0.198 0.196 0.210 0.176 -0.327 0.988 -0.352 -0.324 -0.262 -0.116 -0.338 0.085 -0.537 0.094 -0.328 0.217 0.210 0.216 -0.629 -0.056 -0.163 -0.274 0.151 0.082 -0.432 0.051 0.206 0.227 0.225 0.206 0.227 0.229

No. 2
Density functional theory data (ωB97M-V/def2-TZVPD) for C22H18BrF5N5O2PdSSb as an isolated structure in a non-equilibrium geometry.

Results
- Kohn-Sham gap (spin up / spin down): 7.77 / 4.30 eV
- Relative energy (zero: lowest compared OMol25 entry of this formula, charge and spin): 0.7 kcal per mole
- E_LUMO (spin up / spin down): -5.74 / -9.20 eV
- Multiplicity: 5
- Highest occupied orbital energy (spin up / spin down): -0.4964 / -0.4959 hartree
- Net charge: +2
- F_max: 1.86 eV/Å

Cartesian coordinates (Å):
1 Pd 0.26560 0.31818 0.40241
2 F -3.00850 5.76578 3.09281
3 C -2.42530 5.01038 2.18681
4 C -1.69530 3.88278 2.58601
5 F -1.59420 3.54278 3.86211
6 C -1.06770 3.10888 1.62701
7 F -0.35790 1.99888 2.01351
8 C -1.12550 3.39918 0.26101
9 S -0.30710 2.44668 -0.92599
10 C -1.88410 4.52038 -0.12139
11 F -1.98240 4.80848 -1.40749
12 C -2.53170 5.31378 0.82321
13 F -3.25290 6.34408 0.42931
14 N 3.46570 0.26198 3.54041
15 C 3.10210 0.78638 2.36231
16 N 1.96260 0.23768 1.97991
17 C 1.65830 -0.63202 2.99291
18 N 2.56880 -0.62322 3.94051
19 C 0.43430 -1.40622 3.04191
20 C 0.14750 -2.25292 4.12571
21 N -1.00130 -2.87252 4.19221
22 C -1.89700 -2.69762 3.24691
23 C -1.62010 -1.87822 2.14751
24 N -0.45730 -1.25212 2.05841
25 H 4.27120 0.46728 4.12241
26 H 3.64230 1.55128 1.83791
27 H 0.86270 -2.39912 4.92291
28 H -2.84260 -3.20712 3.36381
29 H -2.34290 -1.71902 1.35601
30 Br -4.44970 -4.91302 -4.80959
31 C -3.41190 -3.75052 -3.71729
32 C -2.02820 -3.91682 -3.66579
33 C -1.27730 -3.08032 -2.86629
34 C -1.89800 -2.07542 -2.12149
35 C -3.28510 -1.91772 -2.18289
36 C -4.04220 -2.74882 -2.98119
37 C -1.09490 -1.19202 -1.24149
38 O -1.65960 -0.30212 -0.55839
39 O 0.15700 -1.34952 -1.15069
40 H -1.54730 -4.68812 -4.24729
41 H -0.20520 -3.19712 -2.81169
42 H -3.76750 -1.13852 -1.61309
43 H -5.11140 -2.61342 -3.03919
44 C 3.53100 -1.52282 -1.59079
45 Sb 2.47790 0.34528 -1.38139
46 C 2.02050 0.78808 -3.43659
47 C 4.17630 1.67498 -1.11469
48 H 4.30060 -1.33772 -2.33349
49 H 2.85350 -2.29742 -1.93299
50 H 3.98920 -1.81802 -0.65179
51 H 2.95930 0.69858 -3.97759
52 H 1.63700 1.80218 -3.52019
53 H 1.29480 0.07838 -3.82429
54 H 4.73220 1.61798 -2.04259
55 H 4.80570 1.33078 -0.30119
56 H 3.85620 2.69828 -0.94739

For reference, the natural (NBO) charges in units of e are: 1.077 -0.226 0.373 0.291 -0.251 0.345 -0.313 -0.334 0.231 0.383 -0.250 0.321 -0.249 -0.300 0.209 -0.564 0.275 -0.196 0.100 0.064 -0.325 0.038 0.021 -0.449 0.455 0.235 0.238 0.234 0.236 0.133 -0.029 -0.243 -0.154 -0.161 -0.153 -0.243 0.768 -0.650 -0.649 0.247 0.225 0.233 0.248 -0.941 1.342 -0.953 -0.963 0.254 0.260 0.249 0.258 0.250 0.259 0.260 0.238 0.248

No. 3
Density functional theory data (ωB97M-V/def2-TZVPD) for C22H18ClN2O6Rh as an isolated structure in a non-equilibrium geometry.

Results
- Kohn-Sham gap (spin up / spin down): 8.44 / 8.44 eV
- Relative energy (zero: lowest compared OMol25 entry of this formula, charge and spin): 40.4 kcal per mole
- E_LUMO (spin up / spin down): -0.64 / -0.64 eV
- Highest occupied orbital energy (spin up / spin down): -0.3337 / -0.3337 hartree
- Net charge: 0
- F_max: 2.92 eV/Å

Cartesian coordinates (Å):
1 Rh 1.21384 -1.70601 0.15710
2 O -1.32266 -3.81192 2.42988
3 C -0.41238 -3.19485 1.93008
4 O -0.16200 -3.09930 0.64588
5 C 0.60080 -2.48808 2.77418
6 C 0.57753 -2.32365 4.14425
7 C 1.57233 -1.55063 4.73130
8 C 2.55104 -0.94370 3.95235
9 C 2.51634 -1.14638 2.58840
10 N 1.57761 -1.92951 2.07172
11 C 3.39556 -0.52245 1.55929
12 O 4.37996 0.10870 1.86080
13 O 2.99712 -0.77838 0.33124
14 H -0.21865 -2.78927 4.70843
15 H 1.56702 -1.39384 5.80219
16 H 3.32407 -0.30991 4.36404
17 Cl -0.57307 -3.80149 -4.53439
18 C 0.69821 -2.96539 -3.71809
19 C 1.56859 -2.14502 -4.40862
20 C 2.57401 -1.50562 -3.70708
21 C 2.66080 -1.68213 -2.34079
22 N 1.79865 -2.46989 -1.68457
23 C 0.83587 -3.11062 -2.35427
24 H 1.45281 -2.01084 -5.47607
25 H 3.27890 -0.85820 -4.20849
26 H 3.41096 -1.19608 -1.73222
27 H 0.17063 -3.73748 -1.77357
28 C -3.64089 4.92054 -0.71138
29 C -2.77813 3.69990 -0.53777
30 C -2.31433 3.31972 0.71067
31 C -1.52869 2.18696 0.89841
32 C -1.10723 1.88338 2.31856
33 C -1.18327 1.41433 -0.22565
34 C -1.65801 1.77042 -1.50466
35 C -1.38323 0.99122 -2.77259
36 C -2.44597 2.90516 -1.62741
37 C -0.29718 0.24555 -0.07522
38 O 0.10970 -0.41961 -1.08283
39 O 0.12651 -0.16251 1.05750
40 H -3.59605 5.56612 0.16492
41 H -4.68419 4.63519 -0.86321
42 H -3.33144 5.49879 -1.58269
43 H -2.57149 3.92035 1.57630
44 H -1.61494 2.57047 2.99364
45 H -0.03050 1.99908 2.45024
46 H -1.34788 0.86283 2.60818
47 H -0.31749 0.92683 -2.98828
48 H -1.88251 1.48085 -3.60731
49 H -1.74793 -0.03350 -2.70044
50 H -2.80868 3.17987 -2.61197

For reference, the natural (NBO) charges in units of e are: 1.311 -0.591 0.739 -0.719 0.107 -0.187 -0.156 -0.185 0.094 -0.341 0.743 -0.590 -0.729 0.253 0.228 0.252 0.039 -0.069 -0.164 -0.233 0.054 -0.420 0.037 0.238 0.237 0.260 0.252 -0.632 0.037 -0.233 0.056 -0.630 -0.164 0.065 -0.630 -0.235 0.775 -0.667 -0.630 0.218 0.226 0.222 0.206 0.208 0.231 0.237 0.234 0.205 0.233 0.206

No. 4
Density functional theory data (ωB97M-V/def2-TZVPD) for a single C22H18ClN5O5S3 molecule in a non-equilibrium geometry.

Results
- Kohn-Sham gap: 7.82 eV
- E_LUMO: -1.01 eV
- Highest occupied orbital energy: -0.3245 hartree
- Net charge: 0
- F_max: 1.32 eV/Å
- SMILES: COc1cc(NS(=O)(=O)c2ccc(NC(=S)NC(=O)c3sc4ccccc4c3Cl)cc2)nc(OC)n1

Cartesian coordinates (Å):
1 C -4.40024 -4.31153 -1.00799
2 H -4.44798 -4.81427 -1.97136
3 H -5.03037 -4.81986 -0.27622
4 H -3.37504 -4.29557 -0.63390
5 O -4.86672 -2.99237 -1.23719
6 C -4.91813 -2.18853 -0.17824
7 N -4.54020 -2.65582 1.00507
8 C -4.61376 -1.81717 2.02933
9 N -4.99237 -0.54971 1.97722
10 C -5.36707 -0.08530 0.78096
11 C -5.36548 -0.87638 -0.35442
12 H -5.70055 -0.50963 -1.30560
13 N -5.75076 1.23474 0.73253
14 H -5.71391 1.70532 1.62486
15 S -5.28018 2.21211 -0.56875
16 O -5.95915 1.78502 -1.74922
17 O -5.46706 3.55046 -0.10040
18 C -3.54334 1.82265 -0.67958
19 C -3.07406 0.96934 -1.65761
20 C -1.74171 0.59785 -1.66790
21 C -0.87763 1.08958 -0.68886
22 C -1.36872 1.96754 0.28684
23 C -2.69924 2.32702 0.29366
24 H -3.09500 3.00610 1.03195
25 H -0.69500 2.35753 1.03586
26 N 0.47096 0.78303 -0.60487
27 C 1.25242 -0.04170 -1.32232
28 S 0.84199 -1.01822 -2.58285
29 N 2.58959 -0.07724 -0.94107
30 C 3.20274 0.60805 0.06922
31 O 2.61642 1.38485 0.81297
32 C 4.63507 0.37128 0.23354
33 C 5.55044 -0.41957 -0.41128
34 C 6.86732 -0.31009 0.12215
35 C 8.03855 -0.96102 -0.27970
36 C 9.21137 -0.69892 0.38690
37 C 9.24438 0.20411 1.45309
38 C 8.10340 0.85691 1.86691
39 C 6.91332 0.59767 1.19881
40 S 5.35748 1.28886 1.53114
41 H 8.12216 1.55465 2.68866
42 H 10.17892 0.39172 1.95890
43 H 10.12120 -1.19492 0.08598
44 H 8.00853 -1.65739 -1.10353
45 Cl 5.22396 -1.46697 -1.73704
46 H 3.15499 -0.70732 -1.50553
47 H 0.98162 1.26664 0.14758
48 H -1.37682 -0.06945 -2.42982
49 H -3.75366 0.60990 -2.41253
50 O -4.24752 -2.33090 3.19818
51 C -4.32113 -1.46578 4.31651
52 H -4.01294 -2.06285 5.17217
53 H -3.65434 -0.61050 4.18787
54 H -5.33984 -1.09801 4.45427

For reference, the natural (NBO) charges in units of e are: -0.256 0.194 0.195 0.195 -0.474 0.573 -0.563 0.709 -0.592 0.427 -0.429 0.258 -0.842 0.428 2.322 -0.920 -0.928 -0.390 -0.100 -0.260 0.178 -0.224 -0.173 0.239 0.221 -0.582 0.282 -0.179 -0.629 0.656 -0.613 -0.320 -0.026 -0.060 -0.185 -0.218 -0.184 -0.219 -0.187 0.488 0.226 0.221 0.222 0.226 0.057 0.441 0.445 0.258 0.236 -0.467 -0.254 0.195 0.189 0.191

No. 5
Density functional theory data (ωB97M-V/def2-TZVPD) for a single C22H18ClNO4S molecule.

Results
- Kohn-Sham gap: 8.06 eV
- Relative energy (zero: lowest compared OMol25 entry of this formula, charge and spin): 0.0 kcal per mole
- E_LUMO: -0.12 eV
- Highest occupied orbital energy: -0.3004 hartree
- Net charge: 0
- F_max: 0.99 eV/Å
- SMILES: O=C(C[C@@H](Nc1ccccc1Cl)C(=O)OCC(=O)c1cccs1)c1ccccc1

Cartesian coordinates (Å):
1 O -0.04386 -2.68695 -1.56572
2 C -0.76546 -1.71983 -1.46165
3 C -2.13270 -1.80786 -0.89980
4 C -3.18902 -1.01028 -1.33526
5 C -4.43785 -1.13868 -0.75702
6 C -4.64398 -2.04935 0.26636
7 C -3.60066 -2.85105 0.70088
8 C -2.35552 -2.74034 0.11397
9 H -1.52994 -3.35359 0.44244
10 H -3.75897 -3.56206 1.49767
11 H -5.61825 -2.13443 0.72407
12 H -5.25115 -0.51776 -1.10201
13 H -3.05400 -0.30671 -2.14308
14 C -0.25871 -0.32849 -1.79492
15 H -1.01752 0.27163 -2.29224
16 H 0.62666 -0.41399 -2.42562
17 C 0.14741 0.37053 -0.46392
18 N -0.95263 0.71924 0.37806
19 C -1.96706 1.57122 0.03981
20 C -1.86890 2.49241 -1.00683
21 C -2.91256 3.34872 -1.30284
22 C -4.08300 3.31688 -0.56613
23 C -4.19865 2.42526 0.48840
24 C -3.15677 1.57159 0.78338
25 Cl -3.31892 0.45894 2.10957
26 H -5.09844 2.38946 1.08229
27 H -4.89885 3.98147 -0.80148
28 H -2.80724 4.04737 -2.11931
29 H -0.95944 2.54550 -1.58446
30 H -1.16272 0.04073 1.10096
31 C 1.01816 -0.62262 0.29988
32 O 0.67727 -1.17241 1.31137
33 O 2.17523 -0.81522 -0.32667
34 C 3.05194 -1.80276 0.19316
35 H 2.69160 -2.13052 1.17759
36 C 4.49238 -1.33426 0.34444
37 O 5.35396 -2.15121 0.59367
38 C 4.80419 0.07731 0.21033
39 C 6.06765 0.59980 0.38303
40 C 6.12064 1.98929 0.21343
41 C 4.90049 2.51842 -0.08856
42 S 3.67030 1.33307 -0.17268
43 H 4.65563 3.54697 -0.26851
44 H 7.01820 2.57265 0.30996
45 H 6.90894 -0.02350 0.62615
46 H 3.03538 -2.66893 -0.47762
47 H 0.75167 1.25455 -0.70375

For reference, the natural (NBO) charges in units of e are: -0.536 0.560 -0.106 -0.207 -0.206 -0.185 -0.215 -0.174 0.233 0.218 0.217 0.218 0.217 -0.515 0.234 0.245 -0.129 -0.614 0.143 -0.237 -0.204 -0.252 -0.207 -0.066 0.000 0.228 0.218 0.215 0.203 0.433 0.824 -0.583 -0.513 -0.185 0.247 0.530 -0.532 -0.363 -0.154 -0.268 -0.390 0.483 0.238 0.230 0.243 0.234 0.230